A single C19H24ClN3O5 molecule in a non-equilibrium geometry. Source: the Open Molecules 2025 dataset; level of theory: ωB97M-V with the def2-TZVPD basis set.

Output
- charge = 0
- SMILES = COc1ccc(OCc2cc(C(=O)NCCN3CCC[C@H](O)C3)no2)c(Cl)c1
- orbital gap (Eh) = 0.338
- molar mass (g/mol) = 409.87
- LUMO (hartree) = 0.01475
- ΔE to the lowest compared entry with this formula, charge and spin (kcal per mole) = 515.86
- multiplicity = 1
- DFT total energy (Eh) = -1738.323409

The geometry in XYZ format:
```
52
Properties=species:S:1:pos:R:3:nbo_charge:R:1
C -0.59 5.22 5.96 -0.23
H -0.11 6.07 6.10 0.18
O 0.12 4.20 5.17 -0.45
C 0.63 4.54 4.10 0.31
C 0.30 5.79 3.50 -0.33
C 1.13 5.97 2.30 0.08
C 1.99 4.95 1.81 0.17
C 1.96 3.84 2.23 -0.24
C 1.39 3.67 3.49 -0.26
H 1.53 2.61 4.08 0.23
H 2.76 3.05 1.74 0.25
O 2.43 5.41 0.30 -0.47
C 3.02 4.26 -0.17 -0.12
C 2.49 3.05 -0.74 0.31
C 2.67 1.81 -0.86 -0.37
C 1.69 1.14 -1.16 0.08
N 0.57 1.93 -1.20 -0.18
O 1.17 3.20 -0.90 -0.28
C 1.36 -0.35 -1.75 0.67
O 2.40 -1.14 -1.43 -0.65
N 0.09 -0.49 -2.09 -0.54
H -0.30 0.25 -2.07 0.40
C -0.17 -1.89 -2.48 -0.18
H -0.57 -1.89 -3.34 0.18
H 0.51 -2.39 -2.68 0.18
C -1.27 -2.51 -1.40 -0.24
N -1.81 -3.85 -1.39 -0.42
C -2.47 -4.00 -2.89 -0.20
C -3.17 -5.31 -2.49 -0.40
C -2.25 -6.55 -2.33 -0.43
H -2.81 -7.37 -2.29 0.22
H -1.78 -6.55 -3.29 0.19
C -1.33 -6.19 -1.23 0.11
O -2.12 -6.15 0.13 -0.74
H -2.56 -5.30 0.12 0.47
C -0.55 -4.82 -1.61 -0.29
H -0.18 -4.53 -0.67 0.21
H 0.18 -4.97 -2.25 0.20
H -0.56 -6.93 -1.13 0.19
H -3.69 -5.42 -3.52 0.19
H -3.88 -5.43 -1.65 0.23
H -2.96 -3.14 -2.73 0.20
H -1.87 -3.97 -3.56 0.15
H -0.80 -2.39 -0.22 0.20
H -2.14 -1.66 -1.35 0.20
H 3.64 1.14 -0.67 0.25
H 3.55 4.66 -1.09 0.23
H 3.99 3.79 0.43 0.17
Cl 0.88 7.49 1.22 -0.04
H 0.04 6.72 3.84 0.24
H -1.55 5.56 5.28 0.17
H -0.99 4.87 6.83 0.20
```